No. 1
15
Properties=species:S:1:pos:R:3:nbo_charge:R:1 method="wB97M-V/def2-TZVPD" e_lumo_ev=0.67 homo_lumo_gap_ev=9.3
H 0.87 1.58 1.57 0.23
C 0.96 0.21 -0.06 -0.01
H -2.24 1.37 -0.59 0.21
H 0.08 2.21 -0.83 0.24
C 0.71 -2.26 0.11 -0.06
H -1.60 0.31 -1.83 0.21
I 3.03 0.53 -0.13 0.04
C -0.18 1.22 -0.32 -0.20
H -0.17 -2.87 0.21 0.16
H -0.63 0.35 1.46 0.24
C -1.52 0.61 -0.71 -0.61
N 0.54 -1.02 0.02 -0.44
H -1.74 -0.29 -0.22 0.22
H 1.70 -2.85 0.19 0.15
C 0.21 0.90 1.13 -0.40



No. 2
93
Properties=species:S:1:pos:R:3:lowdin_spin:R:1 method="wB97M-V/def2-TZVPD" e_lumo_ev="4.02 / 3.93" homo_lumo_gap_ev="4.1 / 5.7" total_charge=-2 s_squared=0.782 spin_multiplicity=2
C 11.25 19.67 10.34 -0.01
C 9.82 6.13 9.65 0.00
H 12.14 17.92 8.35 0.00
C 9.50 18.24 13.32 0.01
C 16.71 9.08 9.72 0.00
H 12.54 11.22 5.13 0.00
C 10.47 18.36 14.54 0.00
C 7.85 12.08 11.75 0.00
C 9.73 17.84 6.31 0.00
H 13.47 17.95 14.44 0.00
Sb 13.33 12.89 12.26 0.00
S 11.86 10.74 12.31 0.00
H 9.89 18.64 15.42 0.00
S 12.93 13.62 10.04 0.10
H 12.34 20.55 8.73 0.01
H 10.70 16.89 8.56 0.00
H 9.21 13.01 7.06 0.00
O 8.20 13.67 9.94 0.03
C 10.51 11.83 8.29 0.00
C 11.93 11.25 6.00 0.00
H 16.58 8.21 11.58 0.00
H 11.88 5.48 9.04 0.00
F 7.86 12.64 13.00 0.00
C 11.22 6.20 9.47 0.00
C 8.36 17.23 6.76 0.00
H 17.68 8.62 9.60 0.00
H 7.85 17.83 7.50 0.00
H 8.54 16.22 7.14 0.00
H 7.72 17.33 5.87 0.00
N 10.24 18.51 12.02 0.08
H 10.63 12.48 4.92 0.00
C 10.32 18.62 7.40 0.00
C 10.04 17.83 10.86 0.29
H 11.06 19.29 14.42 0.00
H 12.96 7.34 9.36 0.00
H 9.50 19.16 7.91 0.00
H 9.23 5.24 9.34 0.00
F 7.24 10.86 11.87 0.00
C 9.85 8.50 10.34 0.00
H 11.71 17.40 15.97 0.00
H 13.14 16.20 14.14 0.00
H 10.68 21.21 13.38 0.01
C 11.87 7.39 9.64 0.00
C 14.95 10.52 9.04 0.00
H 11.90 22.95 9.73 0.00
C 10.83 21.07 12.30 0.07
H 9.56 18.40 5.39 0.00
C 12.73 17.19 14.03 0.00
C 11.77 20.74 9.59 0.09
C 15.98 8.64 10.81 0.00
C 6.46 11.98 9.60 0.00
H 13.25 10.08 7.25 0.00
C 11.57 10.97 8.39 0.00
F 5.35 14.50 10.18 0.00
S 15.57 12.25 12.11 0.01
C 6.17 14.06 11.14 0.00
H 10.37 17.04 5.96 0.00
H 12.45 17.36 13.01 0.00
C 11.32 22.13 11.53 0.05
H 14.12 8.66 11.77 0.00
F 5.86 12.51 8.49 0.00
H 10.88 16.30 14.99 0.00
Se 8.93 16.44 10.51 0.03
H 9.20 17.19 13.16 0.00
N 10.74 18.47 9.85 0.06
C 11.72 22.01 10.19 0.04
C 14.68 9.02 10.94 0.00
F 9.08 11.76 11.29 0.00
H 9.40 9.51 10.57 0.00
H 16.94 10.54 8.11 0.00
H 8.63 18.88 13.48 0.01
H 9.83 11.94 9.19 0.00
F 5.43 11.26 10.14 0.00
H 14.54 11.42 8.48 0.00
H 8.04 7.21 10.32 0.00
C 7.20 12.99 10.55 0.00
C 9.16 7.27 10.12 0.00
F 6.84 15.12 11.64 0.00
H 10.84 19.52 7.03 0.00
C 10.11 12.34 7.08 0.00
F 7.40 11.07 9.06 0.00
Hg 10.77 14.53 10.40 0.11
Ge 12.20 10.21 10.11 0.00
C 10.78 19.78 11.66 -0.01
C 10.84 12.13 5.92 0.00
F 5.36 13.56 12.13 0.00
C 14.17 9.97 10.07 0.00
H 11.35 23.17 12.04 0.00
C 11.43 17.25 14.93 0.00
C 12.36 10.73 7.23 0.00
C 11.05 17.90 8.52 0.00
C 11.24 8.47 10.18 0.00
C 16.27 10.09 8.87 0.00



No. 3
24
Properties=species:S:1:pos:R:3:nbo_charge:R:1 method="wB97M-V/def2-TZVPD" e_lumo_ev=-5.01 homo_lumo_gap_ev=8.0 total_charge=+1
H -2.49 -1.03 -1.94 0.24
H 0.76 2.75 -0.21 0.29
H 3.37 -1.34 -0.90 0.26
C -2.20 -0.26 1.30 -0.19
H -3.24 -1.69 0.45 0.22
H -1.30 -1.67 -1.27 0.23
H -0.75 0.59 -2.19 0.23
H -1.89 1.31 -1.37 0.26
C -1.22 0.54 -1.28 -0.48
C -1.05 0.75 1.26 -0.50
H 2.99 -2.17 0.65 0.27
N 0.82 -0.84 0.13 -0.03
H -2.65 -0.27 2.38 0.24
C -0.32 0.88 -0.13 0.34
H 4.06 -0.79 0.83 0.26
C -1.90 -0.85 -1.13 -0.42
C 0.90 1.63 -0.15 -0.20
C 2.05 1.01 0.04 -0.07
C -2.53 -0.97 0.25 -0.17
N 1.99 -0.38 0.19 -0.08
H 2.96 1.48 -0.20 0.25
H -0.35 0.33 1.98 0.24
C 3.17 -1.19 0.21 -0.47
H -1.40 1.79 1.51 0.25



No. 4
13
Properties=species:S:1:pos:R:3:nbo_charge:R:1 method="wB97M-V/def2-TZVPD" e_lumo_ev=-4.39 homo_lumo_gap_ev=11.6 total_charge=+1
H 4.03 0.90 1.39 0.23
H -3.99 0.21 0.20 0.44
N -1.00 -0.52 -0.77 -0.69
H -3.62 -0.91 -1.00 0.44
H -1.01 -1.48 -1.08 0.44
N -3.26 -0.27 -0.31 -0.71
H 2.90 1.07 0.07 0.20
H 3.94 -0.38 0.18 0.22
C 3.36 0.34 0.74 -0.85
H 2.55 -0.12 1.31 0.20
C -2.01 0.12 -0.22 0.40
H -1.79 1.14 0.10 0.24
H -0.09 -0.11 -0.61 0.44



No. 5
128
Properties=species:S:1:pos:R:3:lowdin_charge:R:1 method="wB97M-V/def2-TZVPD" e_lumo_ev=-4.03 homo_lumo_gap_ev=1.1
H 3.63 5.97 -3.03 0.11
H 4.77 -5.50 6.57 0.08
Al -4.43 4.67 -1.47 0.93
H 2.32 2.81 -0.78 0.07
C -0.24 -0.65 -2.91 -0.05
H 2.22 5.98 2.41 0.10
H 2.29 4.73 3.70 0.10
C 1.51 8.14 -9.54 -0.06
H 2.48 5.18 -0.94 0.08
F -1.68 0.19 -4.60 0.09
F -3.73 -2.85 3.12 -0.49
H 1.44 6.28 3.99 0.10
H -4.09 -7.07 1.28 0.11
H -2.36 -7.51 2.78 0.13
H 1.19 6.15 -2.27 0.11
H -1.30 1.72 -2.31 0.13
O -0.79 -0.18 -1.69 -0.10
F 2.04 -4.52 -4.83 -0.18
C 3.34 3.19 -0.92 -0.25
H 3.81 3.15 0.06 0.10
Al 1.34 -4.58 -3.31 -0.20
C 5.24 -5.27 5.62 -0.08
C -3.44 -5.19 0.46 -0.12
N -2.07 -4.14 2.23 -0.03
H 4.68 -3.24 3.17 0.07
H -1.07 -6.42 4.59 0.10
C -2.13 -5.41 3.04 -0.45
C -2.86 -2.82 0.28 -0.05
F 1.63 -3.09 -2.50 -0.20
H 3.41 1.68 -2.49 0.07
C -3.15 -6.61 0.98 -0.15
H 4.14 -6.72 4.49 0.12
H 0.20 5.91 -3.71 0.11
H -4.66 -2.83 8.59 0.05
O 0.25 3.75 2.88 0.05
C 4.10 2.21 -1.83 -0.09
H -0.77 0.98 0.60 0.13
H 0.64 4.03 -1.38 0.10
C 4.32 -5.65 4.47 -0.27
H -3.54 -6.24 4.44 0.10
H -2.89 3.54 -1.38 -0.06
H -1.31 -4.42 -1.10 0.10
H -7.80 -3.56 6.56 0.05
H -1.86 5.44 -2.42 0.09
H 3.49 -3.23 5.41 0.10
H -4.57 -4.62 8.42 0.05
C 3.34 4.66 -1.37 -0.21
H 4.80 -5.44 3.51 0.11
C 2.76 7.68 -7.57 -0.14
C -1.32 1.52 -0.17 -0.12
C -7.01 -3.64 7.31 -0.27
C -0.02 4.41 -2.16 -0.21
H -3.17 -2.88 -0.76 0.10
H -7.10 -4.60 7.83 0.05
H -0.78 3.46 1.08 0.07
C -0.96 -5.51 4.00 -0.01
C 1.61 7.56 -6.82 -0.01
H -4.36 -4.83 0.91 0.12
C -4.41 -3.66 7.92 -0.27
H 6.18 -5.82 5.54 0.08
C -1.35 -0.94 -3.90 -0.59
C 3.01 -3.64 4.51 -0.29
H -3.61 -5.22 -0.61 0.13
N 0.44 4.95 2.74 -0.44
H 1.66 7.34 -5.76 0.10
H -3.72 -2.51 0.88 0.06
H -0.32 -3.65 0.13 0.10
C -1.06 -4.43 -0.04 0.03
C -2.15 -6.65 2.14 -0.13
F 1.90 -5.82 -2.36 -0.17
O 5.06 7.61 -7.58 0.09
H -2.35 1.14 -0.21 0.07
C 2.74 7.97 -8.92 0.00
H 4.22 5.15 -0.96 0.11
F -0.99 -1.84 -4.79 0.19
H -7.08 -2.82 8.02 0.05
H -0.01 -5.56 3.47 0.10
H -0.32 3.62 -2.85 0.12
C 0.38 7.73 -7.45 -0.07
H 0.37 -1.55 -2.74 0.12
H -2.75 4.73 -0.06 0.04
H -2.08 -2.05 0.35 0.07
S -5.43 -3.57 6.45 0.79
C -0.71 1.21 -1.53 -0.23
H 3.13 -3.43 2.36 0.09
H -0.53 7.64 -6.88 0.10
C 3.62 -3.03 3.25 -0.08
H 1.47 8.36 -10.60 0.11
C 0.82 5.40 -2.98 -0.19
H 3.66 8.06 -9.47 0.12
C 0.34 8.02 -8.81 -0.07
H 1.95 -3.37 4.56 0.11
O -5.31 -2.19 5.93 -0.55
H -1.15 -6.82 1.75 0.12
H -3.43 -4.46 4.46 0.05
H -0.93 -4.67 4.69 0.09
H 0.32 1.57 -1.60 0.13
H -1.04 5.93 -0.97 0.13
H 1.85 3.62 -3.72 0.11
O -0.34 5.71 2.20 0.05
C -2.16 4.10 -0.76 -0.33
F -0.35 -4.73 -3.45 -0.19
H 0.39 0.11 -3.38 0.14
H 2.15 5.09 -4.62 0.10
Na -3.27 0.87 1.50 0.72
O 3.04 -5.05 4.53 -0.17
O -1.31 -3.32 2.58 0.16
B -1.38 3.07 0.14 -0.13
F 2.77 -7.49 -0.91 -0.55
H -0.62 8.14 -9.30 0.11
C -2.34 -4.17 0.74 -0.45
H 3.49 -1.95 3.26 0.07
O 4.06 7.20 -5.72 0.07
H -0.59 -5.39 0.17 0.11
C 1.71 5.53 3.26 0.06
H -2.76 -7.23 0.17 0.12
C -3.44 -5.34 3.82 -0.05
F -2.48 -1.35 -3.30 0.14
H 4.54 1.43 -1.21 0.08
C -1.26 5.06 -1.58 -0.20
C 2.02 4.70 -3.61 -0.18
H -4.31 -5.27 3.18 0.08
H 4.90 2.67 -2.39 0.07
N 4.06 7.48 -6.90 -0.35
H 4.13 4.35 -3.39 0.10
H -3.37 -3.58 7.61 0.05
C 3.35 4.92 -2.88 -0.20
H 5.48 -4.21 5.61 0.06



No. 6
20
Properties=species:S:1:pos:R:3:nbo_charge:R:1 method="wB97M-V/def2-TZVPD" e_lumo_ev=-4.00 homo_lumo_gap_ev=8.4 total_charge=+1
H 0.75 -1.39 1.68 0.46
H -2.21 -2.15 -0.81 0.28
H 1.55 1.46 0.58 0.22
H 0.72 -2.90 1.06 0.44
H -0.56 -2.90 -1.08 0.29
C 0.70 1.48 -1.28 -0.04
H 0.60 1.15 -2.23 0.21
H -1.96 -3.70 0.13 0.30
C 0.49 3.62 -0.48 0.44
O -0.19 4.72 -0.17 -0.63
C 1.40 0.91 -0.38 -0.42
H -0.14 -2.72 2.40 0.45
N 0.18 -2.21 1.52 -0.81
C -1.44 -2.76 -0.32 -0.79
O -1.44 -0.55 0.88 -0.40
I 2.38 -0.97 -0.69 0.10
N -0.08 2.65 -1.08 -0.51
H -1.10 4.42 -0.30 0.50
H 1.41 3.50 -0.06 0.15
C -1.08 -1.65 0.63 0.76



No. 7
37
Properties=species:S:1:pos:R:3:nbo_charge:R:1 method="wB97M-V/def2-TZVPD" e_lumo_ev="-3.57 / -5.04" homo_lumo_gap_ev="7.1 / 5.3" total_charge=+1 s_squared=6.026 spin_multiplicity=5
Se 5.66 2.89 -1.49 -0.48
H -0.42 -1.85 3.89 0.24
H -2.60 -3.21 0.86 0.23
C -0.97 3.49 1.42 0.30
H -0.80 -0.40 2.90 0.24
C -0.04 2.46 1.41 0.26
F -3.06 4.36 0.76 -0.27
F -3.60 2.03 -0.56 -0.28
C -2.45 2.19 0.09 0.29
Co 0.16 -1.20 -0.33 0.99
H 1.76 -2.75 -4.82 0.41
Se 3.63 0.47 0.80 -0.14
F 1.11 2.62 2.09 -0.30
S 1.31 -0.44 -2.12 -0.09
C -2.28 -2.46 1.58 -0.74
N 0.45 -2.90 -2.67 -0.44
C 1.17 -1.82 -3.07 0.29
Se 1.76 3.30 -1.42 -0.16
C -0.28 1.27 0.74 0.20
O 0.61 0.28 0.72 -0.77
N -0.33 -2.78 -1.50 -0.64
C -2.18 3.37 0.76 0.25
F -0.69 4.62 2.08 -0.27
H -0.25 -3.66 -0.98 0.41
H -2.60 -2.78 2.57 0.25
Se 3.93 4.48 1.77 -0.05
H -2.71 -1.49 1.34 0.24
S -0.48 -2.38 1.57 0.27
Sb 3.77 2.80 -0.05 0.82
H 0.23 -3.66 -3.29 0.41
C -1.51 1.18 0.10 0.25
C -0.19 -1.30 2.98 -0.73
H 0.86 -1.01 2.97 0.27
F -1.81 0.01 -0.57 -0.35
N 1.77 -1.92 -4.25 -0.74
H 2.37 -1.16 -4.55 0.44
H -1.31 -2.64 -1.75 0.40



No. 8
26
Properties=species:S:1:pos:R:3:nbo_charge:R:1 method="wB97M-V/def2-TZVPD" e_lumo_ev=-1.14 homo_lumo_gap_ev=8.0
N 0.78 -0.94 0.51 -0.28
C 1.65 0.91 -2.50 -0.14
O -2.24 -1.55 0.51 -0.76
N 1.76 -2.68 3.39 -0.79
C -0.07 1.49 -0.90 0.33
O -2.98 0.30 1.72 -0.95
H -1.21 3.22 -1.35 0.23
C 1.30 1.98 -3.28 -0.24
C 1.42 -0.47 -0.50 0.16
C 0.26 2.82 -2.87 -0.17
C -0.41 2.58 -1.69 -0.20
H 2.39 -0.91 -0.71 0.22
H -0.02 3.67 -3.47 0.22
H 1.31 -2.87 4.27 0.41
S -3.66 -0.98 1.27 2.51
O -3.92 -1.89 2.34 -0.92
O -4.65 -0.79 0.27 -0.91
Os -1.03 -0.30 1.15 1.27
H 1.83 2.18 -4.20 0.22
H 2.46 0.26 -2.79 0.22
S -0.21 -0.90 3.10 0.08
O -0.77 1.34 0.25 -0.61
C 1.13 -1.91 2.48 0.28
H 2.42 -3.35 3.05 0.41
C 0.96 0.63 -1.30 -0.21
N 1.51 -1.87 1.26 -0.38



No. 9
59
Properties=species:S:1:pos:R:3:nbo_charge:R:1 method="wB97M-V/def2-TZVPD" e_lumo_ev=-1.49 homo_lumo_gap_ev=7.0
C -0.23 -0.80 2.99 0.61
O -0.54 -0.91 4.16 -0.62
C 0.30 2.26 -1.16 0.77
C -1.30 2.42 2.62 -0.04
C -1.85 -1.07 -2.56 -0.62
H -1.80 -0.09 -5.07 0.21
C 1.43 -2.31 -1.22 0.61
Rh 0.01 -0.20 0.15 1.19
C 3.17 -0.48 -3.06 -0.63
H -2.96 -1.40 3.39 0.24
H 1.70 1.16 1.30 0.42
N 1.68 0.81 0.35 -0.62
H 1.28 -2.93 4.10 0.26
C 0.66 -1.88 2.36 0.14
H -2.76 -0.86 -3.11 0.23
N -0.60 0.15 2.10 -0.70
H 0.35 3.00 1.37 0.21
C 2.12 -3.75 2.27 -0.14
C 0.11 2.91 2.43 -0.63
H -4.93 1.21 3.10 0.21
H 0.25 3.89 2.88 0.23
O 0.16 3.20 -1.90 -0.60
H 0.16 0.56 -6.43 0.21
O 1.95 -3.09 -2.00 -0.62
C -3.28 -0.83 2.51 -0.64
H 2.43 0.39 -5.48 0.21
H 2.68 -4.53 2.77 0.23
C -0.65 -0.63 -3.36 -0.03
H 3.59 -1.45 -3.31 0.25
C -3.91 1.55 2.96 -0.21
H -1.93 -0.54 -1.61 0.20
C 2.18 -3.64 0.88 -0.20
C -2.31 3.32 2.93 -0.20
H 2.15 2.80 -0.19 0.23
H -2.78 -1.29 1.65 0.20
O -0.65 1.47 -0.73 -0.71
C 0.29 0.20 -5.42 -0.20
H -2.06 4.37 3.04 0.21
H -4.35 -0.96 2.39 0.22
C 1.56 0.10 -4.89 -0.20
C 1.35 -2.87 3.03 -0.20
H 2.47 0.18 0.22 0.41
C 0.64 -0.72 -2.83 0.19
H -4.39 3.60 3.34 0.21
H -1.81 -2.14 -2.35 0.22
C -0.81 -0.17 -4.66 -0.20
C -2.93 0.62 2.65 -0.03
H 2.77 -4.31 0.27 0.26
C 1.46 -2.63 0.28 0.14
H 2.33 1.61 -1.49 0.25
H 0.83 2.23 2.91 0.20
H 3.20 -0.41 -1.97 0.18
C -3.61 2.89 3.10 -0.20
N 0.73 -1.82 1.04 -0.41
C 1.76 -0.36 -3.59 -0.05
C -1.62 1.07 2.48 0.21
H 3.80 0.30 -3.48 0.22
C 1.71 1.92 -0.65 -0.37
N 0.79 -1.15 -1.48 -0.68



No. 10
15
Properties=species:S:1:pos:R:3:nbo_charge:R:1 method="wB97M-V/def2-TZVPD" e_lumo_ev=0.25 homo_lumo_gap_ev=8.8
H -2.60 1.39 -1.68 0.33
C -0.56 0.98 -1.54 0.25
C 0.14 -0.30 0.37 0.45
H 1.37 0.16 -0.98 0.44
H -2.00 -1.16 0.85 0.24
H -0.22 1.72 -2.29 0.19
H -1.05 -0.64 2.10 0.21
H 2.98 -1.72 0.20 0.40
N -1.89 0.39 -1.36 -0.66
N 0.45 0.50 -0.62 -0.66
H 2.71 -0.02 1.02 0.39
C -1.29 -0.22 1.23 -0.61
N 1.10 -1.10 1.04 -0.38
N 2.48 -0.78 0.39 -0.81
H -1.63 0.79 1.25 0.22



No. 11
10
Properties=species:S:1:pos:R:3:nbo_charge:R:1 method="wB97M-V/def2-TZVPD" e_lumo_ev=1.11 homo_lumo_gap_ev=10.4
H -0.49 -2.37 -0.91 0.22
O -0.61 1.77 0.64 -0.50
C -0.96 -0.33 -0.45 -0.07
N 1.02 0.18 0.32 -0.32
N -0.23 0.51 0.15 0.13
C 1.07 -1.09 -0.12 -0.06
H -1.93 -0.09 -0.73 0.23
H 1.96 -1.75 -0.18 0.22
H 0.32 2.02 0.78 0.49
C -0.20 -1.38 -0.65 -0.34



No. 12
9
Properties=species:S:1:pos:R:3:nbo_charge:R:1 method="wB97M-V/def2-TZVPD" e_lumo_ev=-0.45 homo_lumo_gap_ev=7.6
C -0.12 -1.04 2.51 -0.36
H 1.33 0.78 -0.49 0.44
S 1.21 -0.21 2.56 0.15
S -1.52 -1.69 2.66 0.21
H -1.24 0.32 -2.04 0.20
S 1.44 -0.78 -2.11 -0.20
H -1.11 1.55 -0.61 0.20
N 0.60 0.33 -1.20 -0.56
C -0.58 0.73 -1.28 -0.08



No. 13
8
Properties=species:S:1:pos:R:3:nbo_charge:R:1 method="wB97M-V/def2-TZVPD" e_lumo_ev="0.64 / -1.98" homo_lumo_gap_ev="7.2 / 8.6" s_squared=2.006 spin_multiplicity=3
H -0.36 -1.61 0.37 -0.19
Br 2.31 -1.62 -1.42 -0.32
H -0.59 -1.17 -2.06 -0.15
Br -1.69 0.67 1.65 0.08
Si 0.21 -1.15 -0.77 0.64
H 0.65 1.34 1.35 0.18
H -0.31 2.23 0.18 0.18
C -0.22 1.32 0.69 -0.43